Formula: C33H57AuBrN2O2Si
Source: the OMol25 dataset
Level of theory: ωB97M-V/def2-TZVPD

Values from the calculation:
- E_LUMO (alpha / beta): -3.48 / -6.44 eV
- Energy above the lowest of the compared OMol25 structures with the same formula, charge and spin: 0.2490 eV
- HOMO energy (alpha / beta): -11.15 / -11.15 eV
- Kohn-Sham gap (alpha / beta): 7.672 / 4.712 eV
- ⟨S²⟩: 2.077

ORCA input file:
```
! wB97M-V def2-TZVPD RIJCOSX def2/J DEFGRID3
* xyz 1 3
O 1.553 -1.941 -1.233
O 0.985 -0.107 -3.911
C 2.727 -1.909 -0.399
C 2.752 -2.681 0.909
H 2.940 -0.843 -0.207
H 3.528 -2.242 -1.070
H 2.055 -2.240 1.631
H 3.757 -2.568 1.333
H 2.550 -3.750 0.780
C 0.378 -2.687 -0.826
C 0.078 -3.674 -1.945
H -0.459 -1.963 -0.711
H 0.501 -3.174 0.163
H 0.032 -3.147 -2.909
H -0.874 -4.189 -1.782
H 0.887 -4.416 -2.021
C -0.106 0.463 -4.635
C 1.937 -0.841 -4.678
C -1.397 -0.277 -4.374
H 0.088 0.519 -5.724
H -0.187 1.482 -4.226
H -1.325 -1.333 -4.667
H -2.175 0.194 -4.979
H -1.666 -0.193 -3.313
C 1.318 -2.000 -5.421
H 2.646 -1.169 -3.903
H 2.466 -0.178 -5.392
H 0.762 -2.641 -4.734
H 2.120 -2.577 -5.879
H 0.650 -1.667 -6.221
H 1.504 0.103 -1.533
N -0.814 -0.496 3.629
C -1.704 -0.005 4.474
C -2.399 1.194 4.278
C -2.535 1.842 3.053
C -2.053 -0.820 5.697
H -1.150 -1.287 6.115
H -2.771 -1.612 5.435
H -2.510 -0.183 6.460
C -3.660 2.831 2.866
H -4.259 2.584 1.978
H -3.290 3.861 2.752
H -4.317 2.803 3.739
N -1.731 1.617 2.017
C -0.462 -1.860 3.612
C 0.836 -2.279 4.004
C 1.887 -1.278 4.368
C 1.110 -3.647 4.104
H 2.096 -3.959 4.457
C 0.151 -4.597 3.743
H 0.372 -5.661 3.839
C -1.091 -4.182 3.272
H -1.836 -4.904 2.932
C -1.421 -2.834 3.218
C -2.768 -2.414 2.731
C -1.932 2.142 0.703
C -1.350 3.379 0.346
C -0.554 4.149 1.348
C -1.531 3.861 -0.948
H -1.098 4.827 -1.206
C -2.271 3.133 -1.883
H -2.435 3.538 -2.882
C -2.825 1.907 -1.526
H -3.426 1.341 -2.240
C -2.648 1.378 -0.253
C -3.178 0.014 0.068
Au 0.330 1.131 2.318
H 2.879 -1.628 4.039
H 1.928 -1.073 5.452
H 1.693 -0.323 3.852
H -2.704 -1.482 2.161
H -3.498 -2.268 3.539
H -3.172 -3.201 2.083
H -0.109 5.027 0.868
H 0.276 3.551 1.768
H -1.182 4.489 2.184
H -3.755 0.002 1.001
H -2.376 -0.739 0.133
H -3.853 -0.299 -0.739
H -3.040 1.532 5.084
C 1.390 1.197 -1.329
Si 2.502 2.355 -2.347
H 0.330 1.431 -1.481
H 1.593 1.338 -0.255
C 4.184 1.568 -2.601
C 2.631 3.966 -1.374
C 1.890 2.931 -4.043
H 2.694 3.440 -4.600
H 1.047 3.631 -3.931
H 1.576 2.105 -4.689
H 4.667 1.374 -1.633
H 4.824 2.254 -3.179
H 4.093 0.626 -3.161
H 2.650 3.793 -0.290
H 1.782 4.626 -1.611
H 3.553 4.500 -1.654
Br 2.718 1.410 2.011
*
```

=====

Formula: H26O13
Source: the OMol25 dataset
Level of theory: ωB97M-V/def2-TZVPD

Values from the calculation:
- E_LUMO: -0.43 eV
- Energy above the lowest of the compared OMol25 structures with the same formula, charge and spin: 4.7624 eV
- HOMO energy: -9.36 eV
- Kohn-Sham gap: 8.926 eV

ORCA input file:
```
! wB97M-V def2-TZVPD RIJCOSX def2/J DEFGRID3
* xyz 0 1
O 1.842 2.179 -1.280
H 2.594 1.749 -0.901
H 0.944 1.649 -1.313
O -0.158 0.562 -2.357
H -0.947 -0.111 -2.179
H -0.316 0.871 -3.257
O 0.000 -0.243 0.482
H 0.575 -0.346 -0.322
H -0.580 0.597 0.276
O -3.764 0.795 0.108
H -3.902 0.451 -0.822
H -3.316 -0.082 0.561
O -1.731 1.271 2.948
H -2.059 1.131 3.861
H -1.234 0.620 2.744
O 3.729 0.859 -0.052
H 3.477 -0.003 -0.493
H 4.271 1.252 -0.693
O 1.165 2.128 2.398
H 0.592 1.462 2.162
H 0.745 2.983 2.190
O 2.138 -2.297 1.364
H 1.506 -1.899 1.878
H 2.931 -2.298 1.779
O 0.867 -2.225 -2.197
H 0.675 -2.539 -3.062
H 0.619 -1.327 -2.148
O -2.480 -1.496 0.897
H -2.654 -1.942 1.848
H -1.611 -1.116 1.183
O -1.412 2.080 -0.199
H -2.351 1.920 0.105
H -1.068 2.606 0.494
O 3.141 -1.725 -0.655
H 2.597 -2.303 -1.274
H 2.732 -2.072 0.167
O -2.243 -0.933 -1.542
H -2.237 -1.251 -0.755
H -3.067 -0.952 -1.926
*
```

=====

Formula: C6H9N3O2
Source: the OMol25 dataset
Level of theory: ωB97M-V/def2-TZVPD

Values from the calculation:
- E_LUMO: -0.35 eV
- Energy above the lowest of the compared OMol25 structures with the same formula, charge and spin: 5.6674 eV
- HOMO energy: -9.14 eV
- Kohn-Sham gap: 8.788 eV
- SMILES: CC(C)(n1ccnc1)[N+](=O)[O-]

ORCA input file:
```
! wB97M-V def2-TZVPD RIJCOSX def2/J DEFGRID3
* xyz 0 1
C 0.785 -0.944 -1.631
C -0.291 0.073 -0.590
C -1.652 -0.413 -0.767
N 0.257 0.102 0.685
C -0.452 -0.144 1.867
C 0.426 0.115 2.845
N 1.582 0.541 2.378
C 1.456 0.640 1.108
N -0.107 1.346 -1.252
O -1.031 1.754 -1.944
O 1.035 1.768 -1.152
H 0.280 -0.867 -2.526
H 0.703 -2.047 -1.338
H 1.742 -0.596 -1.499
H -1.773 -0.437 -1.780
H -1.771 -1.394 -0.425
H -2.435 0.266 -0.365
H -1.284 -0.913 1.952
H 0.244 0.156 3.951
H 2.287 0.994 0.482
*
```